ORCA calculation (ωB97M-V with the def2-TZVPD basis set) on a 14-piece molecular cluster, C72H167N5O14 overall.

Computed properties:
- gap between HOMO and LUMO (eV) = 8.4
- HOMO energy (hartree) = -0.294
- energy relative to the best compared isomer or geometry (same formula, charge and spin) (kcal/mol) = 74.7
- electronic energy (eV) = -113480.0932

```
! RIJCOSX wB97M-V def2-TZVPD def2/J DEFGRID3
* xyz 0 1
C -5.03 -4.10 3.42
C -4.08 -3.11 4.17
C -4.35 -1.63 3.92
O -3.95 -3.26 5.54
H -4.82 -4.08 2.38
H -6.07 -3.75 3.54
H -4.95 -5.09 3.94
H -3.06 -3.13 3.73
H -3.48 -1.06 4.21
H -5.12 -1.32 4.60
H -4.62 -1.39 2.88
H -4.70 -2.85 5.98
C 2.52 -0.83 4.09
C 1.84 -1.52 5.18
C 0.37 -1.83 4.87
O 2.52 -2.71 5.48
H 3.58 -0.86 4.26
H 2.26 0.25 3.97
H 2.46 -1.29 3.14
H 1.78 -0.82 6.00
H -0.24 -0.95 4.92
H -0.10 -2.50 5.68
H 0.03 -2.28 3.93
H 2.07 -3.28 6.13
C 3.99 -5.62 1.45
C 3.03 -5.45 2.61
C 3.67 -5.94 3.92
O 2.74 -4.02 2.75
H 4.71 -4.79 1.39
H 3.62 -5.75 0.40
H 4.70 -6.45 1.49
H 2.11 -6.03 2.42
H 4.67 -5.57 4.13
H 3.59 -7.02 3.81
H 3.00 -5.65 4.71
H 2.82 -3.80 3.70
C -1.39 -5.36 1.93
C -1.17 -5.43 0.42
C 0.20 -5.86 0.08
O -2.21 -6.29 -0.17
H -0.46 -4.82 2.30
H -1.42 -6.33 2.41
H -2.30 -4.89 2.25
H -1.38 -4.44 -0.03
H 0.90 -5.18 0.57
H 0.39 -5.90 -0.99
H 0.44 -6.81 0.59
H -1.75 -7.09 -0.38
C 5.94 -2.32 0.12
C 5.79 -1.68 1.52
C 4.85 -0.54 1.54
O 5.48 -2.65 2.45
H 6.59 -3.15 0.19
H 6.35 -1.69 -0.68
H 5.00 -2.72 -0.29
H 6.82 -1.27 1.78
H 5.05 0.05 0.66
H 4.80 0.01 2.44
H 3.87 -1.05 1.40
H 4.55 -2.92 2.52
C -6.31 -1.20 -0.85
C -4.78 -1.45 -0.91
C -4.45 -2.93 -0.73
O -4.17 -0.99 -2.11
H -6.55 -0.28 -1.36
H -6.65 -1.15 0.19
H -6.84 -2.06 -1.36
H -4.31 -0.85 -0.18
H -4.80 -3.52 -1.56
H -4.85 -3.25 0.23
H -3.34 -2.99 -0.71
H -4.65 -1.41 -2.82
C -2.87 -2.49 -5.41
C -3.78 -1.28 -5.30
C -3.96 -0.46 -6.62
O -5.09 -1.71 -4.83
H -1.88 -2.25 -5.79
H -3.36 -3.24 -6.05
H -2.73 -2.93 -4.40
H -3.45 -0.65 -4.49
H -4.70 0.33 -6.60
H -4.24 -1.22 -7.42
H -3.04 0.05 -6.87
H -5.66 -0.95 -5.01
C -3.61 3.23 -5.77
C -2.77 3.60 -4.56
C -2.14 2.35 -4.03
O -1.71 4.51 -4.99
H -3.01 2.57 -6.40
H -3.93 4.11 -6.27
H -4.50 2.63 -5.52
H -3.37 4.15 -3.79
H -1.48 1.94 -4.82
H -2.84 1.52 -3.78
H -1.63 2.47 -3.10
H -2.06 5.17 -5.53
C 2.99 2.53 -5.21
C 1.85 3.31 -5.69
C 0.88 2.54 -6.52
O 1.17 3.80 -4.50
H 2.68 1.61 -4.72
H 3.48 3.15 -4.44
H 3.72 2.34 -5.98
H 2.25 4.22 -6.20
H 0.08 3.21 -6.83
H 0.44 1.78 -5.84
H 1.38 2.06 -7.36
H 0.33 4.25 -4.68
C 0.90 4.22 5.58
C -0.43 4.01 6.36
C -1.35 3.06 5.67
C -0.86 1.61 5.62
C -0.56 1.17 7.09
C 0.25 2.11 8.00
N -0.27 3.48 7.76
O 0.66 4.30 8.51
C -0.04 1.74 9.44
C 1.73 1.91 7.69
C -1.01 5.39 6.52
H 1.51 4.77 6.29
H 0.68 4.88 4.71
H 1.48 3.35 5.23
H -2.29 3.09 6.24
H -1.61 3.44 4.71
H 0.01 1.66 4.94
H -1.56 0.93 5.17
H -0.14 0.19 7.12
H -1.54 1.02 7.53
H 0.32 0.73 9.60
H 0.58 2.36 10.07
H -1.05 1.72 9.83
H 2.12 0.93 7.94
H 1.96 2.16 6.66
H 2.24 2.55 8.41
H -1.83 5.40 7.25
H -1.40 5.91 5.65
H -0.26 6.05 6.93
H 0.10 5.02 8.88
C -5.42 3.68 -1.19
C -4.94 2.89 0.10
C -3.71 2.03 -0.11
C -2.43 2.83 -0.09
C -2.27 3.70 1.13
C -3.44 4.62 1.31
N -4.63 3.77 1.29
O -5.81 4.58 1.58
C -3.30 5.15 2.76
C -3.45 5.81 0.31
C -6.12 2.04 0.53
H -4.58 4.17 -1.64
H -6.17 4.47 -0.94
H -5.82 2.98 -1.91
H -3.76 1.33 0.76
H -3.72 1.41 -1.04
H -2.56 3.56 -0.99
H -1.55 2.26 -0.30
H -1.38 4.34 1.14
H -2.13 3.03 2.02
H -3.28 4.35 3.51
H -2.33 5.71 2.85
H -4.07 5.90 3.06
H -3.06 5.58 -0.65
H -4.53 6.07 0.15
H -2.88 6.69 0.63
H -6.20 1.10 0.03
H -7.03 2.65 0.57
H -5.86 1.76 1.59
H -5.86 4.49 2.51
C 2.38 -7.52 -5.19
C 3.78 -7.18 -4.86
C 4.55 -6.74 -6.11
C 4.31 -5.27 -6.57
C 4.62 -4.41 -5.39
C 3.96 -4.78 -4.05
N 4.08 -6.20 -3.77
O 3.36 -6.44 -2.53
C 4.68 -3.94 -2.98
C 2.47 -4.36 -4.06
C 4.46 -8.45 -4.29
H 1.95 -8.04 -4.32
H 2.41 -8.26 -6.01
H 1.69 -6.79 -5.60
H 5.63 -6.73 -5.88
H 4.48 -7.47 -6.91
H 3.31 -5.08 -6.87
H 4.96 -5.14 -7.44
H 4.43 -3.32 -5.60
H 5.72 -4.47 -5.24
H 4.36 -4.07 -1.91
H 5.76 -4.19 -3.06
H 4.59 -2.89 -3.17
H 2.42 -3.38 -4.53
H 2.00 -5.13 -4.64
H 2.04 -4.31 -3.07
H 4.33 -9.36 -4.88
H 4.04 -8.58 -3.30
H 5.50 -8.27 -4.16
H 4.04 -6.83 -2.06
C 3.76 3.95 -0.68
C 2.41 4.74 -0.62
C 2.15 5.13 0.83
C 1.09 6.16 1.06
C 1.41 7.43 0.34
C 1.60 7.13 -1.16
N 2.56 6.02 -1.36
O 2.85 5.80 -2.72
C 0.22 6.89 -1.81
C 2.14 8.36 -1.84
C 1.26 3.91 -1.15
H 4.58 4.60 -0.30
H 3.99 3.72 -1.73
H 3.78 3.00 -0.16
H 1.88 4.24 1.44
H 3.14 5.51 1.08
H 0.97 6.25 2.07
H 0.15 5.68 0.75
H 2.35 7.83 0.77
H 0.69 8.21 0.45
H 0.41 6.81 -2.88
H -0.28 5.98 -1.47
H -0.49 7.71 -1.71
H 1.54 9.21 -1.50
H 3.19 8.52 -1.51
H 2.11 8.34 -2.90
H 1.36 2.85 -0.88
H 1.25 3.81 -2.21
H 0.24 4.30 -0.80
H 2.16 5.21 -3.00
C 1.16 0.55 -2.15
C 0.53 -0.83 -2.01
C 1.54 -1.95 -1.72
C 2.01 -2.03 -0.29
C 0.79 -2.11 0.63
C -0.20 -1.02 0.45
N -0.52 -0.99 -0.98
O -1.49 0.08 -1.25
C -1.49 -1.31 1.26
C 0.32 0.37 1.00
C -0.27 -1.07 -3.33
H 0.52 1.29 -2.55
H 1.60 0.86 -1.19
H 2.01 0.44 -2.87
H 1.10 -2.95 -1.95
H 2.36 -1.97 -2.41
H 2.63 -2.94 -0.14
H 2.63 -1.22 -0.07
H 1.17 -2.12 1.64
H 0.38 -3.11 0.33
H -1.32 -1.07 2.28
H -1.81 -2.37 1.10
H -2.32 -0.71 0.99
H 1.24 0.66 0.56
H 0.45 0.26 2.07
H -0.44 1.10 0.81
H 0.37 -1.47 -4.15
H -0.89 -1.97 -3.14
H -0.81 -0.17 -3.59
H -2.28 -0.38 -1.56
*
```